No. 1
ORCA calculation (wB97M-V/def2-TZVPD) on the molecule C2H6N2 in a non-equilibrium geometry.

The geometry in XYZ format:
```
10
Properties=species:S:1:pos:R:3:forces:R:3
H 2.116107 -1.553760 -1.338347 -0.798 0.588 0.477
N 1.101589 -1.329019 -1.158666 0.249 1.100 0.401
N 0.989291 -0.191254 -0.644098 0.834 -1.389 -1.021
C -0.421841 0.176282 -0.433656 2.218 -0.812 2.867
C -0.577191 0.587331 1.074204 2.854 1.055 -3.355
H -0.547003 1.032831 -1.044921 -0.912 0.469 -0.817
H -0.923525 -0.736741 -0.541792 -1.599 -0.836 -1.174
H -0.178327 -0.083020 1.758561 1.108 -1.526 0.928
H 0.013439 1.505697 1.083991 -0.716 0.309 0.907
H -1.572539 0.591654 1.244725 -3.238 1.043 0.787
```
Positions in Å, forces in eV/Å.

Calculated values
**Max |F|**: 4.53 eV/A
**LUMO energy**: 1.06 eV
**E_HOMO**: -9.2 eV
**Electronic energy**: -189.2366 Eh
**ΔE to the lowest compared entry with this formula, charge and spin**: 58.4 kcal per mole
**2S+1**: 1
**SMILES**: [H]/N=N/CC
**Frontier orbital gap**: 10.22 eV

Löwdin atomic charge list, values in e, 5 entries: number 1, H, carries 0.064; number 2, N, carries 0.034; number 3, N, carries -0.097; number 4, C, carries -0.250; number 5, C, carries -0.070



No. 2
ORCA calculation (wB97M-V/def2-TZVPD) on C32H56N8 as an isolated structure in a non-equilibrium geometry.

The geometry in XYZ format:
```
96
Properties=species:S:1:pos:R:3:forces:R:3
C -7.132480 11.346100 30.729810 0.715 -0.735 -0.393
C -7.897300 12.157830 29.688940 0.940 -0.264 1.045
C -7.055310 13.215030 29.008440 0.009 1.111 0.130
C -6.497780 14.264170 29.861980 0.656 -1.166 -0.992
N -6.052850 15.088250 30.539990 -2.224 -19.456 2.861
H -6.951730 11.917850 31.640040 -0.251 -1.039 -0.439
H -6.132940 11.058290 30.403970 0.107 0.001 -0.429
H -7.639010 10.398110 30.911030 -0.131 0.162 0.373
H -8.678890 12.661190 30.258010 -0.595 -0.261 -0.629
H -8.224240 11.508910 28.876470 -0.557 0.095 0.266
H -7.749690 13.769390 28.377080 0.459 -0.294 -0.841
H -6.182280 12.786840 28.515910 -0.258 -0.015 -0.544
C -7.114000 16.715480 34.444460 -1.686 0.689 1.957
C -6.213950 17.151690 35.646610 -0.239 -0.257 -1.853
C -6.589210 16.816180 37.096200 -0.219 -0.586 0.102
C -8.011580 16.815180 37.544990 3.966 0.614 -1.704
N -9.077070 16.781880 37.898470 -3.162 -0.125 1.062
H -8.029900 17.295350 34.558350 -0.199 0.216 -0.061
H -7.538580 15.713920 34.513130 0.597 -0.193 0.128
H -6.772550 16.945510 33.435200 -0.325 -0.429 1.728
H -6.109710 18.229700 35.523620 0.038 -0.161 0.379
H -5.240590 16.710010 35.433120 0.346 0.116 0.486
H -5.977400 17.472210 37.715400 -0.351 0.061 0.284
H -6.253130 15.808430 37.340350 0.109 -0.126 -0.099
C -6.648900 16.637360 27.860100 -1.637 -2.280 -0.438
C -8.040580 16.076150 27.483350 1.276 1.298 -0.041
C -8.931590 17.262220 27.070190 -0.086 -0.742 -0.236
C -8.328970 18.036300 25.923300 -3.029 -2.891 4.423
N -7.913970 18.583080 25.039630 -2.139 -1.676 -3.338
H -6.293500 17.140590 26.960910 -0.227 -2.661 0.498
H -5.967810 15.851220 28.185990 0.130 0.058 -0.378
H -6.648670 17.434310 28.603710 -1.528 -1.782 -1.384
H -8.561940 15.534380 28.272500 -0.005 -0.025 -0.002
H -7.851370 15.453620 26.608850 -0.506 -0.378 0.065
H -9.206560 17.855680 27.942140 0.562 0.514 -0.145
H -9.874950 16.766660 26.840840 -0.204 0.566 -0.931
C -4.501100 18.105610 32.628370 0.581 0.499 -0.995
C -5.556800 17.165760 32.075410 0.942 1.105 -0.150
C -5.368460 16.873770 30.623900 4.197 9.870 -0.641
C -5.692590 18.031180 29.786880 3.108 -1.419 4.205
N -5.952300 18.914250 29.112170 -3.467 2.883 7.441
H -4.838310 18.700920 33.476890 1.513 -1.924 -0.777
H -4.320960 18.864120 31.866580 0.064 0.228 -0.060
H -3.505190 17.711310 32.830350 -1.464 -0.856 0.153
H -6.462610 17.768500 32.141150 -0.429 -0.594 0.285
H -5.392360 16.312360 32.733260 -0.981 -0.589 -0.699
H -5.896550 15.979490 30.293030 0.749 9.382 -3.275
H -4.333300 16.535520 30.577630 0.108 0.026 -1.062
C -5.670000 20.298310 34.342410 -1.341 0.244 1.382
C -5.138400 21.548480 33.701480 0.669 0.865 -1.063
C -5.277400 22.858060 34.521250 0.638 -0.399 0.715
C -4.316280 22.927470 35.614800 -0.051 -0.334 1.425
N -3.531950 22.965070 36.458250 -0.633 0.015 -0.286
H -6.676740 20.532940 34.688120 -0.168 -0.430 0.336
H -5.084530 19.896710 35.169480 0.302 1.062 0.722
H -5.670560 19.331840 33.838380 -1.898 2.147 -0.460
H -5.701160 21.907610 32.839830 -0.072 -1.062 -0.591
H -4.114810 21.328220 33.398430 0.150 0.653 -0.136
H -6.325540 22.913900 34.815190 0.111 0.048 0.627
H -5.077940 23.818510 34.046020 -0.068 -0.378 -1.088
C -1.830160 19.100520 32.621970 0.264 1.132 0.112
C -1.004340 19.047010 33.864900 0.812 0.393 1.128
C -0.136250 20.279560 34.293780 0.413 -0.635 -0.055
C -0.868060 21.519770 34.494210 -3.525 4.111 -0.323
N -1.559130 22.494380 34.545710 3.328 -4.163 -0.405
H -2.248730 18.097960 32.533880 1.134 0.735 -0.918
H -1.260250 19.481500 31.774520 0.063 -0.531 -0.243
H -2.652390 19.805640 32.743790 -0.045 -0.074 -0.018
H -0.367590 18.169840 33.749900 0.440 0.167 0.342
H -1.651850 18.845830 34.718340 -0.114 -0.151 0.074
H 0.696220 20.475280 33.617930 -0.187 0.028 -0.429
H 0.387730 20.074790 35.227390 -0.191 -0.289 0.201
C -8.722670 12.867490 33.006960 0.388 0.114 -0.842
C -7.611340 13.854270 32.545780 0.149 0.132 0.175
C -8.102570 15.071280 31.687320 -1.420 0.201 1.975
C -9.128960 15.768650 32.492110 -1.282 0.109 0.047
N -9.925390 16.250380 33.182720 0.853 -0.471 -0.933
H -8.337220 11.856490 32.874970 -0.031 -0.021 0.360
H -9.545900 12.915240 32.294130 -0.347 0.130 0.238
H -9.095850 12.943950 34.028220 0.091 0.447 -0.172
H -6.902540 13.298180 31.932230 -0.246 0.784 0.336
H -7.010780 14.169260 33.399130 -0.190 0.279 -0.059
H -8.433860 14.705960 30.715260 -0.965 0.118 0.300
H -7.355220 15.794360 31.360640 -0.846 0.006 1.369
C -6.472600 20.295450 25.160000 1.834 1.815 1.364
C -5.369760 20.162410 26.246550 0.198 -0.114 -1.209
C -5.479210 18.845680 27.081920 2.509 2.100 -5.746
C -4.396350 17.889260 26.976920 0.105 0.238 -0.767
N -3.541670 17.114140 26.997610 -0.076 0.126 0.155
H -6.686120 19.386930 24.596860 1.801 1.645 -0.190
H -6.218010 21.153780 24.538270 -0.112 0.094 -0.122
H -7.370110 20.512850 25.739060 -0.219 0.315 -0.552
H -5.388400 21.041420 26.890830 -0.385 -0.052 0.396
H -4.440120 20.336670 25.704800 0.471 -0.753 0.276
H -6.456810 18.382220 26.949170 1.022 2.006 -0.036
H -5.396480 19.172020 28.118630 1.397 1.023 -2.749
```
Positions in Å, forces in eV/Å.

Calculated values
**Max |F|**: 19.79 eV/A
**LUMO energy**: 0.01 eV
**E_HOMO**: -8.4 eV
**Electronic energy**: -1690.1484 Eh
**ΔE to the lowest compared entry with this formula, charge and spin**: 476.1 kcal per mole
**2S+1**: 1
**Frontier orbital gap**: 8.37 eV

Löwdin atomic charge list, values in e, 5 entries: number 1, C, carries -0.104; number 2, C, carries -0.210; number 3, C, carries -0.131; number 4, C, carries -0.052; number 5, N, carries 0.112



No. 3
ORCA calculation (wB97M-V/def2-TZVPD) on a 14-piece molecular cluster, C28H89N5O14 overall in a non-equilibrium geometry.

The geometry in XYZ format:
```
136
Properties=species:S:1:pos:R:3:forces:R:3
O 19.100856 5.055798 12.734897 -0.002 -0.001 0.104
H 19.286023 4.640392 13.592288 -0.002 -0.154 -0.290
H 19.693120 4.601734 12.124640 0.020 0.130 0.106
O 17.003218 4.642599 8.115298 0.053 -0.282 -0.026
H 16.953083 4.060201 7.348155 0.009 0.020 0.213
H 17.013901 4.063603 8.899133 -0.117 0.204 -0.285
O 11.842808 3.065486 9.757031 -0.475 -0.236 -0.448
H 11.052669 2.543753 9.965586 0.265 0.111 -0.009
H 11.911579 3.030925 8.788410 0.014 -0.038 0.352
O 9.567249 5.386270 10.192894 -0.205 0.163 0.239
H 10.255041 4.803124 9.861493 0.191 -0.004 -0.028
H 9.908240 6.277145 10.009197 0.024 -0.361 -0.174
O 17.030099 3.386674 10.676317 0.097 0.343 0.812
H 16.619842 3.871711 11.441592 0.185 -0.279 -0.735
H 17.983375 3.460526 10.813697 -0.212 0.043 0.009
C 17.768393 1.421256 15.130444 0.200 1.558 0.229
C 18.729791 1.586090 13.959109 -0.447 -1.990 0.351
O 19.676395 2.589428 14.247345 0.235 0.361 0.078
H 17.409066 2.419744 15.411097 -0.354 -0.189 -0.146
H 18.296320 1.113753 16.033746 0.079 -0.451 -0.205
H 16.929254 0.769935 14.908466 0.053 -0.072 -0.020
H 18.230561 1.715692 12.994336 -0.147 0.582 0.165
H 19.163580 0.575792 13.883701 0.575 0.372 -0.243
H 20.544819 2.341043 13.919817 -0.059 -0.104 -0.020
C 16.501136 6.815805 16.064365 0.573 -0.432 0.264
C 17.275710 7.147348 14.802377 -0.289 -0.322 0.201
O 17.353723 8.565529 14.711651 0.487 -0.066 -0.319
H 17.028223 7.211364 16.934624 -0.142 0.369 -0.064
H 16.498254 5.740094 16.254318 -0.194 -0.041 -0.257
H 15.484499 7.199345 16.024422 0.506 -0.362 0.185
H 16.790332 6.729158 13.913778 -0.145 0.062 -0.030
H 18.269430 6.690263 14.827859 0.076 0.143 0.132
H 18.038654 8.750182 14.057606 -0.148 0.226 0.072
C 12.697085 10.235658 8.297899 -0.155 -0.658 0.609
C 11.942716 10.535526 7.022149 -0.137 0.297 0.176
O 12.413815 9.783281 5.910497 0.196 0.241 0.002
H 12.579508 9.196866 8.632760 0.043 -0.052 -0.297
H 12.337528 10.803105 9.155905 -0.140 0.345 -0.129
H 13.763237 10.436412 8.196403 -0.094 0.096 -0.202
H 12.084085 11.606663 6.851169 0.069 -0.158 -0.608
H 10.857729 10.388151 7.077508 0.053 -0.076 0.479
H 12.595272 8.890646 6.220898 0.060 0.040 -0.023
C 8.523971 8.603549 8.713038 -1.472 -0.552 -0.946
C 9.240507 7.629151 7.807846 1.327 0.174 -0.381
O 10.533367 7.335384 8.393026 -0.183 0.275 0.530
H 8.365367 8.216636 9.716742 0.437 0.169 0.179
H 7.503418 8.657508 8.293319 0.170 0.131 0.160
H 8.903501 9.617562 8.651134 0.409 -0.057 0.367
H 9.415609 8.088144 6.826515 -0.173 -0.002 0.087
H 8.697638 6.695546 7.637711 -0.097 0.087 0.292
H 11.225810 7.091120 7.774663 -0.335 -0.071 -0.323
C 12.297658 0.471254 19.529294 0.754 -0.059 -0.190
C 11.839802 0.905964 18.139034 -0.452 -0.588 0.997
C 12.920575 0.772354 17.093236 -0.605 0.284 -1.202
O 14.090522 1.502772 17.315135 0.664 0.082 0.298
C 13.959590 2.899733 17.238070 -0.041 0.480 -0.015
N 10.696357 0.014302 17.774233 -0.187 1.203 -0.346
H 13.105344 1.100196 19.917456 -0.261 0.191 -0.056
H 12.739649 -0.527963 19.488111 -0.308 -0.101 -0.038
H 11.462820 0.473335 20.226960 0.009 0.005 0.091
H 11.508071 1.950073 18.226420 0.118 0.008 -0.265
H 12.487363 1.108693 16.134046 -0.065 0.011 -0.027
H 13.197008 -0.266045 16.909722 0.075 -0.095 0.445
H 13.438411 3.230307 16.323427 -0.113 -0.234 0.169
H 14.953774 3.351972 17.196781 0.053 -0.299 0.063
H 13.458948 3.327097 18.118037 -0.087 -0.109 -0.161
H 10.285341 0.377974 16.904546 0.349 -0.342 0.074
H 9.957831 0.261562 18.435908 0.145 -0.433 0.090
C 12.545593 6.619710 11.505315 -0.195 0.554 -0.040
C 13.890057 5.930016 11.384147 -0.274 -0.739 0.739
C 14.105344 5.000309 12.595935 -0.093 -0.127 -0.622
O 15.464215 4.531745 12.616014 -0.178 0.978 0.458
C 15.873093 4.115666 13.906855 -0.455 -0.664 -0.006
N 13.904704 5.232497 10.089631 0.170 -0.714 0.389
H 12.389362 7.263067 10.634246 -0.170 -0.380 -0.193
H 12.419399 7.315339 12.338440 0.338 -0.270 0.311
H 11.752296 5.872706 11.577806 -0.088 0.107 -0.154
H 14.715391 6.649180 11.440379 -0.262 -0.138 -0.128
H 13.453714 4.114519 12.552496 -0.134 0.183 -0.071
H 13.848249 5.562240 13.502861 0.367 -0.092 0.086
H 15.353159 4.662658 14.693498 -0.039 0.134 -0.062
H 16.941643 4.260728 14.041612 0.082 -0.024 -0.280
H 15.616208 3.055788 14.015039 0.167 -0.028 0.206
H 14.694410 4.584350 10.101772 0.177 0.343 -0.349
H 13.105208 4.581631 10.043647 0.294 0.714 0.204
C 14.976868 9.246295 10.958144 -0.706 0.807 -0.723
C 15.820502 8.935258 9.704305 -0.463 -0.935 0.777
C 17.126246 9.685642 9.847340 -0.148 -0.294 -0.077
O 18.017995 9.369470 8.813425 0.095 0.320 0.053
C 19.292697 9.888837 9.065407 0.826 -0.270 0.206
N 16.061438 7.476704 9.592550 0.289 0.897 0.364
H 14.006169 8.744905 10.894689 0.254 -0.242 0.089
H 14.684449 10.306544 10.995828 0.366 0.006 0.108
H 15.478102 8.985959 11.890888 0.065 -0.098 0.003
H 15.252090 9.245884 8.823938 0.338 0.044 -0.008
H 17.583194 9.398793 10.807471 -0.023 -0.007 0.098
H 16.907910 10.759631 9.902536 0.138 0.123 -0.095
H 19.986916 9.459068 8.340566 -0.208 0.258 -0.225
H 19.709598 9.576715 10.041056 -0.420 -0.031 0.012
H 19.344937 10.985789 9.052748 -0.176 -0.046 -0.214
H 16.557531 7.233827 10.453353 0.106 -0.284 -0.310
H 15.177094 6.976406 9.645364 0.154 0.058 -0.443
C 17.305737 -0.419993 10.857211 0.783 0.459 0.500
C 15.831280 -0.216820 10.594800 -0.926 -0.276 -0.066
C 15.023109 -0.069619 11.880670 1.219 -0.833 1.253
O 15.332108 -1.179077 12.738726 0.148 -0.119 -0.533
C 14.712671 -1.076878 13.980820 -0.577 0.521 0.202
N 15.594020 0.948860 9.755824 0.836 0.309 -0.180
H 17.661091 0.235053 11.663938 -0.150 -0.094 -0.041
H 17.935895 -0.174218 10.000734 -0.338 -0.027 -0.251
H 17.546400 -1.439898 11.149489 -0.192 -0.025 0.088
H 15.504821 -1.143541 10.109271 -0.306 0.262 -0.273
H 13.934090 -0.048956 11.774293 0.020 0.285 -0.439
H 15.388945 0.828076 12.408650 -0.335 0.230 -0.220
H 13.655025 -0.802968 13.854603 -0.078 -0.182 0.094
H 15.146647 -0.282112 14.603004 0.108 -0.072 0.011
H 14.772350 -2.023703 14.507520 0.111 -0.110 -0.023
H 16.061063 1.756698 10.174860 0.022 -0.242 -0.238
H 14.628916 1.214754 9.682622 -0.547 -0.246 0.024
C 12.110670 12.395552 12.649030 0.268 -1.026 -0.973
C 12.173407 11.516799 13.895674 0.220 1.402 0.524
C 13.294697 10.504346 13.807601 0.036 0.514 0.103
O 13.217638 9.685654 14.945668 0.069 -0.560 0.301
C 14.104840 8.570067 14.906639 -0.919 0.600 -0.460
N 12.392542 12.423117 15.057176 0.066 -0.439 -0.191
H 11.522753 13.303416 12.733179 -0.267 -0.135 0.300
H 11.721002 11.759847 11.842393 -0.212 0.323 -0.119
H 13.098269 12.704926 12.293608 0.125 0.000 0.370
H 11.226804 10.985353 14.023563 0.014 -0.158 -0.116
H 14.261151 11.035084 13.830271 -0.053 -0.005 -0.256
H 13.219775 9.958710 12.859794 -0.015 -0.229 0.134
H 13.656880 7.814608 14.246983 0.310 -0.117 -0.067
H 14.162861 8.149201 15.906382 -0.243 0.399 -0.021
H 15.090950 8.871338 14.543816 -0.008 -0.137 0.141
H 13.013428 11.988510 15.733138 -0.259 -0.061 0.023
H 11.499613 12.576569 15.508025 0.145 0.109 0.182
```
Positions in Å, forces in eV/Å.

Calculated values
**Max |F|**: 2.07 eV/A
**LUMO energy**: 0.06 eV
**E_HOMO**: -8.5 eV
**Electronic energy**: -2447.1723 Eh
**ΔE to the lowest compared entry with this formula, charge and spin**: 30.6 kcal per mole
**2S+1**: 1
**Frontier orbital gap**: 8.57 eV

Löwdin atomic charge list, values in e, 5 entries: number 1, O, carries -0.060; number 2, H, carries 0.018; number 3, H, carries 0.039; number 4, O, carries -0.082; number 5, H, carries 0.028